One molecule with the formula C9H19N3O4 in a non-equilibrium geometry, computed with ωB97M-V with the def2-TZVPD basis set.

Values from the calculation:
Energy relative to the best compared isomer or geometry (same formula, charge and spin): 1.4235 eV
SMILES string: NCCCC[C@H](N)C(=O)N[C@@H](CO)C(=O)O
Total charge: 0

Last column: Löwdin charge in e.
Geometry (Å):
N -2.4602 -0.6679 4.1554  -0.0250
C -1.7526 0.0941 3.1463  -0.3267
C -0.6503 -0.7775 2.6816  -0.2221
C 0.4141 -0.1719 1.7128  -0.1789
C 1.3324 -1.1670 0.9502  -0.1513
C 2.2438 -0.5090 -0.1037  -0.2720
N 3.3084 0.3396 0.5078  0.0227
C 1.3836 0.4924 -0.9948  -0.4110
O 1.2673 1.6609 -0.7135  0.0782
N 0.8058 0.0259 -2.1661  0.1272
C -0.1894 0.9407 -2.8124  -0.1708
C -0.8870 0.0732 -3.8847  -0.1694
O 0.3151 -0.4047 -4.4959  -0.1044
C -1.1181 1.4861 -1.7395  -0.5224
O -1.3357 2.6485 -1.5870  0.1342
O -1.4869 0.5666 -0.8401  0.0878
H -3.3264 -0.2348 4.4666  0.0642
H -2.8758 -1.5464 3.8569  0.0680
H -2.3767 0.4639 2.3698  0.0812
H -1.3461 1.1088 3.5817  0.1542
H -1.0685 -1.6764 2.1411  0.1262
H -0.1453 -1.2545 3.5201  0.1107
H -0.1836 0.2906 0.9393  0.0708
H 0.9913 0.5351 2.2034  0.0907
H 1.9286 -1.6995 1.6910  0.1124
H 0.7048 -1.9539 0.5826  0.1000
H 2.6394 -1.3312 -0.6741  0.1256
H 4.2380 0.2930 -0.0392  0.1080
H 2.9968 1.3118 0.7017  0.0784
H 1.0822 -0.7879 -2.5840  0.0943
H 0.3482 1.8319 -3.2157  0.1739
H -1.5049 0.6146 -4.5555  0.1086
H -1.5620 -0.6849 -3.3766  0.1444
H 0.1708 -1.0036 -5.3135  0.1485
H -1.9013 1.0935 -0.1121  0.1436

Forces on the atoms, in the same order (eV/Å):
N -1.52 0.04 1.13
C 0.79 1.76 1.55
C 1.87 -1.95 -1.84
C -1.76 -1.65 -1.01
C -0.34 0.64 1.70
C -0.73 2.15 0.34
N 1.42 -0.86 -0.72
C 0.65 -1.57 -1.40
O -0.06 0.38 0.73
N -1.21 3.40 2.64
C 0.56 -0.66 0.21
C 1.06 -0.40 1.48
O -0.85 -2.31 -2.98
C 1.25 0.20 0.37
O -0.79 0.60 -0.40
O -1.02 0.14 0.62
H 0.40 0.74 0.16
H 0.87 -0.19 -0.70
H -0.70 0.01 -1.23
H -0.53 -2.01 -0.26
H -0.01 0.79 0.34
H -0.01 0.29 0.38
H 0.14 0.58 -0.04
H 1.09 1.57 0.93
H 0.55 0.16 -0.02
H -0.44 -0.33 -0.98
H 0.54 0.00 -0.52
H -2.38 0.41 1.18
H 0.32 -1.12 -0.67
H 0.53 -2.21 -1.18
H -0.60 -0.75 0.00
H -0.40 0.81 -0.69
H 1.12 0.35 -0.57
H -0.04 1.56 2.08
H 0.23 -0.57 -0.64


A 2-piece molecular cluster, C10H11ClN2O6 overall in a non-equilibrium geometry, computed with ωB97M-V with the def2-TZVPD basis set.

Values from the calculation:
Total charge: 0

Last column: Löwdin charge in e.
Geometry (Å):
N 2.9335 -0.8616 -0.2222  0.1474
C 1.7085 -0.6098 -0.8027  -0.5222
O 0.7526 -1.3421 -0.5880  0.0253
C 1.6564 0.5882 -1.7541  -0.0675
C 0.7297 1.7237 -1.2662  -0.1263
O -0.1097 1.3118 -0.1627  0.0329
C -1.3705 1.7312 -0.2802  -0.4521
O -1.7403 2.8776 -0.3015  0.1858
C -2.3732 0.5853 -0.3463  -0.0265
C -2.9982 0.1713 0.8344  0.0641
C -3.8580 -0.8761 0.7482  -0.0044
N -4.0629 -1.4601 -0.4354  0.1031
C -3.5023 -1.0631 -1.5694  -0.6275
Cl -3.8517 -1.8418 -3.0619  0.8090
C -2.6293 -0.0116 -1.5725  0.0198
H 3.2053 -0.1280 0.4383  0.0905
H 2.9117 -1.7460 0.2693  0.0974
H 2.6682 0.9983 -1.8328  0.1182
H 1.3497 0.2180 -2.7386  0.1198
H 0.1677 2.1030 -2.1317  0.1280
H 1.3430 2.5698 -0.9358  0.1344
H -2.8078 0.6668 1.7797  0.1528
H -4.3569 -1.2164 1.6497  0.1559
H -4.6964 -2.2543 -0.4672  0.1814
H -2.1596 0.3369 -2.4848  0.1463
C 4.5075 -0.5855 3.1451  -0.8190
O 3.4741 -0.6454 2.4073  -0.1187
O 4.1878 -0.2719 4.4773  0.0011
O 5.6892 -0.7548 2.8722  -0.0155
H 3.2317 -0.2135 4.3321  0.0666

Forces on the atoms, in the same order (eV/Å):
N -0.84 0.43 -0.79
C 0.52 -0.82 0.94
O -0.42 0.24 -1.05
C -0.02 0.10 0.67
C 1.32 0.58 -0.65
O -0.83 -0.17 -0.81
C -0.21 0.86 0.42
O 0.10 -0.93 -0.26
C 0.83 0.63 0.39
C 0.31 0.34 -0.41
C 0.25 0.52 1.05
N -1.11 -1.25 0.11
C 0.46 0.21 -1.51
Cl -0.21 -0.13 0.74
C 0.25 0.42 0.57
H 0.68 -0.28 0.06
H 0.02 0.23 0.42
H -0.21 -0.14 -0.15
H 0.00 0.01 0.25
H -0.39 -0.13 0.53
H -0.21 -0.24 0.17
H 0.00 -0.11 -0.14
H -0.18 -0.43 -0.48
H 0.08 0.06 -0.11
H -0.07 -0.18 0.11
C 0.33 -0.06 -0.25
O 0.04 0.14 -0.08
O -0.36 -0.06 -0.39
O -0.11 0.03 0.03
H 0.00 0.13 0.63


A 2-piece molecular cluster, C3H8N2O2 overall in a non-equilibrium geometry, computed with ωB97M-V with the def2-TZVPD basis set.

Values from the calculation:
Energy relative to the best compared isomer or geometry (same formula, charge and spin): 3.7597 eV
SMILES string: CC(C)=O.NN=O
Total charge: 0

Last column: Löwdin charge in e.
Geometry (Å):
C -1.3803 0.9079 -1.1206  -0.0330
C -0.8436 -0.2405 -0.3185  -0.5393
C -1.2317 -0.1688 1.1392  -0.0324
O -0.1874 -1.1659 -0.7741  0.0039
H -1.3624 0.6610 -2.2890  0.1316
H -2.3351 1.1971 -0.7063  0.0707
H -0.4701 1.5723 -1.0798  0.0973
H -0.3755 -0.3968 1.8215  0.0924
H -1.9174 -1.0048 1.3298  0.0937
H -1.6170 0.8230 1.3817  0.0779
N 2.5442 -0.8945 0.0136  0.0558
N 2.4204 0.2511 0.7242  -0.1465
O 1.6246 1.0747 0.2694  -0.1022
H 3.2862 -1.6022 0.3446  0.1469
H 1.8452 -1.0136 -0.7357  0.0832

Forces on the atoms, in the same order (eV/Å):
C 2.16 -1.07 -3.05
C -0.05 -0.92 -0.11
C 1.05 -0.57 0.72
O -0.45 0.68 0.20
H -0.56 0.27 2.59
H 0.08 0.79 -0.26
H -1.37 0.33 0.46
H -0.43 0.29 -0.75
H -0.31 0.48 -0.04
H -0.25 -0.37 0.18
N 0.72 0.48 0.95
N 0.05 -0.35 -0.76
O 0.87 -1.45 0.32
H -2.06 1.80 -0.76
H 0.54 -0.39 0.32


An isolated ion of composition C2H3N4 and charge +1 in a non-equilibrium geometry, computed with ωB97M-V with the def2-TZVPD basis set.

Values from the calculation:
Energy relative to the best compared isomer or geometry (same formula, charge and spin): 0.0933 eV
SMILES string: N=C=NNC#[NH+]
Total charge: +1

Last column: Löwdin charge in e.
Geometry (Å):
N -2.8369 -0.1830 -0.6209  0.3103
C -1.7489 -0.2293 -0.1996  -0.2094
N -0.8965 -0.0727 0.6823  0.0901
N 0.4378 -0.2935 0.6414  0.0398
C 1.5317 -0.2504 -0.0787  -0.0447
N 2.5520 -0.0650 -0.6642  0.3075
H -3.6965 -0.4858 -0.9793  0.1118
H 0.7294 -0.7038 1.6440  0.2569
H 3.0655 -0.7856 -1.1511  0.1378

Forces on the atoms, in the same order (eV/Å):
N 0.97 0.50 -0.56
C -1.78 -0.12 -0.05
N 1.04 0.69 0.28
N 4.48 -2.18 3.09
C -2.48 0.67 -0.19
N -0.94 -0.19 0.90
H -0.86 -0.51 -0.46
H -0.74 1.25 -2.62
H 0.32 -0.11 -0.38


C23H25N2O4PtSe as an isolated structure, computed with ωB97M-V with the def2-TZVPD basis set.

Values from the calculation:
Total charge: +1

Last column: Löwdin charge in e.
Geometry (Å):
Pt -0.4724 -0.4517 -0.9765  0.9088
O 3.7878 3.9496 3.5837  0.1362
C 3.1288 2.9448 4.1878  -0.4718
O 3.2766 2.7305 5.3547  0.1434
C 2.2146 2.1085 3.3338  -0.1087
C 1.8054 0.8852 3.8581  0.0160
C 0.9856 0.0481 3.1327  -0.0013
C 0.5618 0.4220 1.8562  -0.2417
C 0.9200 1.6590 1.3551  -0.0383
C 1.7481 2.4945 2.0885  0.0084
N -0.2724 -0.4400 1.0533  -0.0381
C -0.9790 -1.3330 1.6479  -0.0337
C -1.9490 -2.0985 0.8874  -0.2364
C -2.8469 -2.9818 1.4607  0.0242
C -3.7766 -3.6041 0.6417  -0.0153
C -3.7649 -3.3268 -0.7156  -0.0092
C -2.8325 -2.4311 -1.2144  -0.0869
N -1.9518 -1.8211 -0.4266  -0.0425
H 3.6554 3.9359 2.6290  0.0954
H 2.1558 0.6002 4.8403  0.1319
H 0.7317 -0.9053 3.5743  0.1111
H 0.5453 1.9813 0.3968  0.0654
H 1.9958 3.4575 1.6583  0.1271
H -0.9257 -1.4775 2.7187  0.1346
H -2.8125 -3.1751 2.5241  0.1304
H -4.4954 -4.2972 1.0561  0.1252
H -4.4679 -3.7947 -1.3896  0.1231
H -2.7823 -2.1908 -2.2670  0.1080
C -0.5432 -1.3594 -4.0052  -0.0738
O -1.0675 -0.4216 -3.0530  -0.4743
C -2.2038 0.3083 -3.5503  -0.1617
C -2.6246 1.3893 -2.5849  -0.1998
O -3.1958 0.8872 -1.3956  -0.2183
C -4.5577 0.5265 -1.5302  -0.0928
H -0.2663 -0.8316 -4.9179  0.1064
H -1.2924 -2.1201 -4.2377  0.0981
H 0.3395 -1.8103 -3.5641  0.0795
H -3.0214 -0.3930 -3.7464  0.1250
H -1.9054 0.7586 -4.5004  0.1446
H -3.3324 2.0478 -3.1019  0.1393
H -1.7526 1.9817 -2.3009  0.1228
H -5.1629 1.3854 -1.8349  0.0987
H -4.8961 0.1844 -0.5545  0.0952
H -4.7062 -0.2808 -2.2564  0.0811
Se 1.3581 0.7347 -1.9281  0.7249
C 2.8676 0.4970 -0.7756  -0.6357
C 3.8266 1.5044 -0.7512  -0.1434
C 4.9256 1.3983 0.0899  -0.0821
C 5.0658 0.2951 0.9206  -0.0801
C 4.1140 -0.7149 0.8873  -0.0770
C 3.0247 -0.6226 0.0326  -0.1489
H 3.7081 2.3782 -1.3803  0.0988
H 5.6712 2.1832 0.0996  0.1083
H 5.9197 0.2158 1.5801  0.1075
H 4.2272 -1.5860 1.5201  0.1080
H 2.2968 -1.4240 -0.0102  0.0845

Forces on the atoms, in the same order (eV/Å):
Pt -0.35 -0.22 -0.16
O 0.01 0.01 0.00
C 0.02 -0.03 -0.01
O -0.01 0.01 0.00
C -0.02 -0.03 0.03
C 0.03 0.05 0.01
C 0.14 -0.13 -0.05
C 0.02 0.01 0.08
C -0.15 0.10 -0.02
C -0.04 0.01 -0.04
N 0.36 -0.12 -0.15
C -0.23 0.12 0.05
C 0.05 -0.05 -0.02
C 0.05 -0.06 0.01
C 0.00 0.00 -0.01
C 0.01 -0.02 0.00
C 0.03 0.00 0.02
N -0.20 0.13 0.00
H 0.01 -0.02 -0.01
H 0.00 0.00 0.00
H 0.03 -0.06 -0.09
H 0.02 -0.04 -0.11
H 0.00 0.01 0.02
H -0.09 0.13 0.03
H -0.01 0.01 0.00
H 0.00 0.00 0.00
H 0.00 0.00 0.00
H -0.02 0.02 0.01
C 0.10 -0.05 -0.05
O 0.02 -0.16 0.37
C 0.00 0.09 -0.09
C -0.04 0.04 0.04
O 0.00 -0.07 -0.04
C -0.03 0.05 0.02
H 0.00 0.03 0.02
H -0.02 0.01 0.05
H -0.01 0.02 0.00
H 0.03 -0.04 0.00
H -0.02 0.02 0.01
H 0.03 0.02 -0.02
H 0.00 -0.01 0.03
H 0.00 0.00 0.00
H 0.00 0.00 0.00
H 0.00 0.00 -0.01
Se 0.29 0.18 0.03
C -0.07 0.09 0.04
C 0.01 0.03 0.05
C -0.01 0.00 -0.01
C 0.01 0.00 0.01
C 0.00 0.00 -0.01
C 0.03 -0.02 -0.03
H 0.00 -0.01 0.00
H 0.01 -0.01 -0.01
H 0.00 0.00 0.01
H 0.00 0.00 0.00
H 0.00 -0.01 0.00


One molecule with the formula C5H8O3 in a non-equilibrium geometry, computed with ωB97M-V with the def2-TZVPD basis set.

Values from the calculation:
Energy relative to the best compared isomer or geometry (same formula, charge and spin): 1.4384 eV
SMILES string: C=C(C(=O)O)[C@@H](C)O
Total charge: 0

Last column: Löwdin charge in e.
Geometry (Å):
C 0.9018 -1.5665 0.5770  0.0982
C 0.5326 -0.3136 0.2864  -0.1031
C 1.4380 0.8309 0.2976  -0.5050
O 1.0377 1.9866 0.1924  0.0816
O 2.7482 0.5386 0.1736  0.1018
C -1.0996 0.3183 0.1555  -0.3454
C -1.4745 0.2676 -1.3082  -0.0525
O -1.9439 -0.4673 0.9251  -0.0452
H 1.9011 -1.8117 0.9317  0.0804
H 0.1753 -2.3763 0.5778  0.0776
H 3.1870 1.4025 0.0549  0.1339
H -1.2018 1.3337 0.5411  0.1298
H -2.5146 0.5976 -1.4308  0.0850
H -0.8407 0.9371 -1.8938  0.0841
H -1.3924 -0.7472 -1.7054  0.0844
H -1.4542 -0.9304 1.6251  0.0944

Forces on the atoms, in the same order (eV/Å):
C -0.63 0.61 0.11
C -2.90 1.04 1.08
C 0.11 1.81 -1.53
O 0.77 -1.22 0.56
O 0.10 0.28 0.34
C 2.75 -1.51 -0.28
C -0.47 0.05 -0.10
O -0.59 -1.37 0.52
H -0.04 0.13 -0.50
H 0.02 0.12 0.02
H -0.07 -0.33 0.11
H 0.96 -0.01 -0.15
H 0.18 -0.06 0.02
H 0.01 -0.05 0.10
H 0.02 0.08 0.08
H -0.22 0.45 -0.38


no.,HOMO (eV),frontier orbital gap (Eh)
1,-9.0,0.344
2,-6.6,0.138
3,-9.4,0.382
4,-14.4,0.358
5,-10.2,0.210
6,-10.2,0.381